# 1
Molecular formula: CHCl3S
Method: DFT, ωB97M-V/def2-TZVPD

The geometry in ORCA input format:
```
! wB97M-V def2-TZVPD RIJCOSX def2/J DEFGRID3
* xyz 0 1
C -1.09532 -0.09130 -0.55981
S 1.98206 -0.06440 -0.21953
Cl -1.61149 0.50515 0.94158
Cl -1.49592 -1.71909 -0.90153
Cl 2.26567 0.98337 1.44216
H -0.04501 0.38626 -0.70287
*
```

Summary:
Orbital gap (alpha / beta) (eV): 8.750 / 6.164
LUMO (alpha / beta) (eV): -0.87 / -2.65

---

# 2
Molecular formula: C20H44BrN2
Method: DFT, ωB97M-V/def2-TZVPD

The geometry in ORCA input format:
```
! wB97M-V def2-TZVPD RIJCOSX def2/J DEFGRID3
* xyz 1 1
Br 2.26585 4.34478 -0.16692
C -3.32900 5.50606 -4.75938
C -2.16146 4.57034 -4.61749
C -2.40841 3.11994 -5.25923
C -1.71337 2.03624 -4.41146
N -2.15538 0.59165 -4.65892
C -1.23717 -0.47623 -3.97943
C -2.11431 -1.72476 -3.80449
C -3.44217 -1.12788 -3.52984
C -3.56835 0.32260 -4.08237
C -2.23087 0.33897 -6.15300
H -3.27971 6.23275 -3.94845
H -4.24684 4.94469 -4.58464
H -3.37621 5.98150 -5.73908
H -1.97876 4.39165 -3.55786
H -1.18268 4.91242 -4.95377
H -2.25648 3.02930 -6.33478
H -3.44932 2.80639 -5.33860
H -1.87557 2.33713 -3.37645
H -0.64979 2.06957 -4.64767
H -0.23010 -0.56476 -4.38694
H -1.03638 -0.03751 -3.00204
H -2.07053 -2.41363 -4.64808
H -1.80989 -2.30955 -2.93647
H -4.13107 -1.84876 -3.97011
H -3.62564 -1.26555 -2.46425
H -4.32936 0.48929 -4.84472
H -3.64888 1.12766 -3.35197
H -1.27643 0.61107 -6.60367
H -3.12727 0.84004 -6.51833
H -2.49039 -0.71606 -6.24057
C 5.40633 -0.15564 2.68156
C 4.69490 0.25731 3.95200
C 3.61965 -0.72034 4.45231
C 2.28969 -0.50177 3.70452
N 1.10097 -1.37037 4.11250
C 0.67905 -0.93723 5.52794
C -0.79670 -0.85303 5.52535
C -1.08044 -0.25251 4.19937
C -0.08549 -0.95429 3.28497
C 1.42240 -2.85572 4.13750
C 1.63931 -3.42189 2.70065
C 3.12427 -3.82151 2.48320
H 5.51498 -1.23989 2.65521
H 6.34857 0.38097 2.57054
H 4.71248 0.08265 1.87540
H 4.38721 1.29954 3.86719
H 5.51207 0.34968 4.66740
H 3.54348 -0.67105 5.53853
H 4.02379 -1.72830 4.35863
H 2.45577 -0.80910 2.67201
H 1.97530 0.54114 3.66454
H 1.13203 -1.64821 6.21890
H 1.00636 0.07780 5.75305
H -1.29041 -1.81078 5.68988
H -1.29413 -0.24631 6.28202
H -2.11292 -0.43569 3.90184
H -0.85476 0.80011 4.02861
H -0.59089 -1.85791 2.94419
H 0.21123 -0.36966 2.41419
H 0.54497 -3.30196 4.60558
H 2.21038 -3.08741 4.85410
H 1.23552 -2.77581 1.92112
H 1.06837 -4.33670 2.54172
H 3.78793 -2.95911 2.42036
H 3.14772 -4.21901 1.46853
H 3.47695 -4.56734 3.19556
*
```

Summary:
Orbital gap (eV): 4.780
LUMO (eV): -2.53

---

# 3
Molecular formula: C30H44Br2N2P2W
Method: DFT, ωB97M-V/def2-TZVPD

The geometry in ORCA input format:
```
! wB97M-V def2-TZVPD RIJCOSX def2/J DEFGRID3
* xyz 4 3
N -6.51258 -2.27661 5.11532
C -5.62326 -1.40224 5.59318
C -5.20778 -0.29803 4.84559
C -5.61524 -0.21027 3.48825
C -6.59643 -1.11395 3.03117
C -6.99937 -2.15469 3.88256
C -4.95450 0.70726 2.58838
W -0.64930 1.49597 -1.05157
P 4.16004 0.12911 -1.25142
C -5.01704 0.63584 1.22566
C -4.16858 1.37968 0.32164
C -4.30177 1.21055 -1.08085
C -3.29659 1.66990 -1.94699
C -2.31327 2.46503 -1.36703
C -2.27139 2.89280 0.00035
C -3.18980 2.23333 0.85218
Br 1.05547 1.58152 -2.73850
H -4.34410 1.45422 3.10018
H -5.78866 0.03013 0.74900
H -4.53730 0.42367 5.30021
H -7.01077 -1.04867 2.03131
H -5.22075 -1.58485 6.59754
H -7.71344 -2.90185 3.52537
H -5.19010 0.72697 -1.47978
H -3.13060 2.35451 1.93246
H -3.27397 1.42920 -3.01004
H -1.86310 3.85395 0.28597
P -0.81037 -1.05726 -0.93086
C 4.91837 1.73674 -0.79375
C 5.26675 2.70972 -1.92036
H 5.79024 1.51966 -0.15151
H 4.13167 2.18394 -0.15105
H 5.42556 3.71103 -1.51399
H 6.18986 2.43726 -2.43226
H 4.47801 2.77242 -2.67105
C 4.18878 0.06395 -3.10162
C 5.49096 0.06686 -3.87488
H 3.56261 0.90927 -3.40905
H 3.62304 -0.84876 -3.34144
H 5.25577 -0.19360 -4.91196
H 5.96751 1.04873 -3.89857
H 6.20986 -0.66418 -3.50307
C 5.41140 -1.14776 -0.78151
C 6.91393 -0.88380 -0.81823
H 5.17867 -2.01825 -1.40950
H 5.12013 -1.42918 0.24084
H 7.43129 -1.75839 -0.39571
H 7.29349 -0.75908 -1.83779
H 7.21084 -0.01144 -0.22778
C 0.31683 -2.20834 0.01741
C 1.61079 -2.69326 -0.64196
H -0.30496 -3.08048 0.28058
H 0.55228 -1.72039 0.97526
H 1.70367 -3.78072 -0.51404
H 1.65671 -2.48867 -1.71490
H 2.49527 -2.24200 -0.17787
C -0.73932 -1.79545 -2.61908
C -1.90705 -1.48551 -3.55176
H -0.64701 -2.88706 -2.49011
H 0.20357 -1.44723 -3.06381
H -1.78619 -2.07075 -4.47514
H -2.87445 -1.76311 -3.11605
H -1.94600 -0.42793 -3.83872
C -2.41468 -1.67803 -0.28053
C -2.53823 -1.60257 1.24030
H -2.51079 -2.72553 -0.61649
H -3.20606 -1.09973 -0.78036
H -3.56860 -1.83544 1.53112
H -1.88394 -2.31860 1.75047
H -2.30822 -0.60295 1.62664
Br 2.89615 -0.88536 2.59050
C 1.96667 0.75905 2.14575
C 1.89822 1.82410 3.03248
C 1.22608 2.97502 2.60221
C 0.46508 2.94751 1.43384
N 0.50500 1.86500 0.59406
C 1.40554 0.85471 0.88065
H 2.36225 1.76208 4.00915
H 1.25094 3.90456 3.16938
H -0.17396 3.78727 1.16357
H 1.62023 0.08941 0.13245
*
```

Summary:
⟨S²⟩: 2.06
Orbital gap (alpha / beta) (eV): 4.097 / 4.120
LUMO (alpha / beta) (eV): -14.22 / -14.13

---

So what do the calculations give for ΔE to the lowest compared entry with this formula, charge and spin? Going down the list: 2.6528, 3.0345, 0.0000 eV.
So what do the calculations give for strongest force on any atom? Going down the list: 2.156, 2.439, 4.545 eV/Å.